Density functional theory data (ωB97M-V/def2-TZVPD) for one molecule with the formula C7H7NO2.

Last column: Mulliken charge in e.
Geometry (Å):
C1 1.034 1.407 -0.163  -0.72
C2 0.913 -0.927 0.011  0.19
H1 0.276 -3.100 0.484  0.17
C3 1.767 0.165 0.491  -0.54
C4 -0.428 1.352 0.135  -0.36
N1 -2.733 0.148 0.033  0.91
O1 -3.069 -0.899 0.488  -0.53
H2 1.398 2.461 0.184  0.30
O2 -3.444 1.019 -0.371  -0.54
H3 1.685 0.195 1.621  0.23
C5 -1.258 0.308 -0.041  0.21
H4 0.773 -2.742 -1.334  0.16
H5 -0.902 2.371 0.181  0.31
C6 -0.355 -0.915 -0.317  0.06
C7 0.453 -2.235 -0.338  -0.48
H6 1.133 1.266 -1.195  0.32
H7 2.758 0.127 0.131  0.32

The HOMO energy is -8.799 eV.

***

Density functional theory data (ωB97M-V/def2-TZVPD) for one molecule with the formula C7H7NO2.

Last column: Mulliken charge in e.
Geometry (Å):
C1 -0.780 1.482 -1.361  -0.51
H1 0.140 0.129 1.359  0.47
O1 -0.935 2.040 -0.229  -0.17
C2 2.535 0.758 0.300  0.15
H2 -2.095 -1.126 -0.141  0.36
H3 -2.843 1.075 -0.651  0.46
O2 2.956 -1.436 -0.345  -0.48
C3 0.686 -0.752 -0.565  0.02
H4 0.416 0.063 -1.163  0.20
H5 0.677 -1.707 -1.215  0.28
H6 -2.159 -0.066 1.259  0.37
N1 2.939 1.735 0.805  -0.38
H7 -0.138 -1.534 1.443  0.31
C4 2.166 -0.559 -0.200  0.44
C5 -1.795 0.916 -0.475  0.08
C6 -0.167 -0.636 0.760  -0.85
C7 -1.602 -0.384 0.420  -0.75

The HOMO energy is -9.896 eV.

***

Density functional theory data (ωB97M-V/def2-TZVPD) for one molecule with the formula C7H7NO2.

Last column: Mulliken charge in e.
Geometry (Å):
C1 0.243 1.004 1.031  -0.53
H1 0.038 -2.530 -0.401  0.33
H2 2.937 1.684 0.324  0.39
H3 0.151 -1.965 1.216  0.62
H4 -1.965 -1.521 0.798  0.43
H5 2.735 1.317 -1.325  0.36
C2 1.075 -0.749 -0.265  -0.05
C3 -0.873 0.419 1.036  0.61
C4 -1.741 -0.436 0.561  -0.73
N1 -2.901 0.144 -0.168  0.95
O1 -2.759 1.249 -0.643  -0.56
C5 2.222 1.558 -0.359  -1.38
H6 1.782 2.438 -0.632  0.42
C6 0.307 -1.756 0.227  -1.31
O2 -3.818 -0.633 -0.370  -0.60
C7 1.247 0.567 0.269  0.82
H7 1.317 -0.788 -1.301  0.24

The HOMO energy (alpha / beta) is -9.274 / -9.273 eV.

***

Density functional theory data (ωB97M-V/def2-TZVPD) for one molecule with the formula C7H7NO2.

Last column: Löwdin spin population.
Geometry (Å):
C1 0.750 -0.480 -0.118  0.03
C2 -1.667 -0.185 -0.538  1.42
H1 -1.504 0.260 1.454  0.03
C3 0.998 2.157 -0.068  0.01
H2 1.689 -0.430 -0.590  0.00
H3 1.668 2.911 0.237  0.00
H4 -0.705 -2.082 -0.561  0.03
C4 -1.285 0.828 0.560  0.18
H5 -0.310 -1.017 -1.857  0.02
C5 -0.444 -1.042 -0.853  0.18
N1 -0.135 1.756 -2.406  0.01
O1 0.357 0.923 -3.106  0.01
C6 0.200 0.915 0.076  0.04
H6 0.859 -0.923 0.935  0.00
O2 -0.844 2.679 -2.615  0.01
C7 0.271 1.708 -1.103  0.02
H7 -2.089 1.600 0.510  0.01

Its spin multiplicity is 3. The HOMO energy (alpha / beta) is -7.736 / -9.695 eV.

***

Density functional theory data (ωB97M-V/def2-TZVPD) for one molecule with the formula C7H7NO2S2.

Last column: Mulliken charge in e.
Geometry (Å):
H1 -2.896 0.645 0.926  0.35
H2 -1.632 -2.930 -0.116  0.24
H3 -3.240 0.534 -0.788  0.25
O1 -0.819 2.282 1.182  -0.60
C1 1.013 -0.496 -0.063  0.21
S1 -0.461 1.591 0.018  1.12
C2 2.510 1.222 -0.054  -0.58
N1 -1.285 0.107 0.079  -0.02
C3 -0.494 -1.022 0.105  1.20
H4 2.726 2.211 -0.041  0.52
H5 0.139 -3.013 -0.192  0.21
H6 4.461 0.276 0.214  0.38
C4 -0.681 -2.329 -0.088  -1.35
C5 1.195 0.833 -0.114  -0.10
S2 2.517 -1.318 0.047  -0.18
O2 -0.782 2.252 -1.241  -0.63
C6 -2.721 -0.002 0.034  -0.88
H7 -2.909 -1.015 0.025  0.28
C7 3.360 0.172 0.066  -0.41

The HOMO energy is -8.715 eV.

***

Density functional theory data (ωB97M-V/def2-TZVPD) for one molecule with the formula C7H7NOS.

Last column: Mulliken charge in e.
Geometry (Å):
C1 1.608 -0.850 0.651  -0.55
C2 -2.034 -0.283 -3.369  0.10
H1 2.450 -0.321 3.856  0.39
H2 0.087 -0.761 -1.708  0.14
C3 2.413 -1.075 1.789  -0.45
C4 -0.460 0.485 -0.054  -0.40
C5 2.100 -0.246 2.826  -0.43
O1 -3.027 0.184 -3.960  -0.57
H3 -2.638 0.742 -1.789  0.27
H4 -1.140 1.260 0.327  0.26
H5 -1.356 -1.111 -3.788  0.26
C6 -0.620 0.009 -1.330  -0.02
H6 1.741 -1.490 -0.182  0.34
N1 -1.752 0.298 -2.124  -0.15
C7 0.640 0.086 0.864  0.57
S1 0.768 0.699 2.482  -0.16
H7 3.162 -1.818 1.855  0.41

The HOMO energy is -7.949 eV.

***

Density functional theory data (ωB97M-V/def2-TZVPD) for one molecule with the formula C7H7NS.

Last column: Mulliken charge in e.
Geometry (Å):
H1 2.679 0.074 -0.933  0.33
C1 0.817 -0.335 -0.044  0.87
C2 -2.363 1.601 0.042  -0.30
C3 -1.058 1.636 0.118  -0.77
H2 0.699 -2.417 -1.025  0.30
N1 -1.023 -1.922 -0.038  -0.67
H3 0.917 -2.334 0.706  0.30
C4 -0.416 0.331 0.035  0.54
H4 -0.400 2.563 0.355  0.22
C5 2.202 0.223 -0.012  -1.32
H5 2.058 1.221 0.239  0.38
C6 0.465 -1.829 -0.143  -0.50
C7 -1.458 -0.728 0.006  0.04
H6 -2.975 2.416 0.089  0.51
S1 -3.061 -0.053 -0.034  -0.20
H7 2.919 -0.447 0.641  0.28

The HOMO energy is -8.063 eV.

***

Density functional theory data (ωB97M-V/def2-TZVPD) for one molecule with the formula C7H8.

Last column: Mulliken charge in e.
Geometry (Å):
C1 0.131 0.689 -1.752  -0.44
C2 -0.111 1.703 -2.352  0.07
H1 -0.209 -1.373 -1.452  0.35
C3 0.044 -0.447 0.458  0.66
H2 0.139 -1.477 0.840  0.27
C4 0.383 -0.553 -1.025  -0.78
C5 1.708 -0.220 1.957  -0.04
H3 -1.451 0.015 1.918  0.38
H4 2.089 -1.011 2.547  0.38
H5 -1.488 1.055 0.486  0.34
C6 -1.341 0.030 0.827  -1.43
H6 1.446 -0.824 -1.105  0.30
C7 1.083 0.448 1.153  -0.80
H7 -2.097 -0.630 0.391  0.35
H8 -0.325 2.597 -2.892  0.41

The HOMO energy is -9.778 eV.

***

Density functional theory data (ωB97M-V/def2-TZVPD) for one molecule with the formula C7H8.

Last column: Mulliken charge in e.
Geometry (Å):
C1 1.489 0.053 1.394  0.06
C2 -1.527 -1.037 -0.292  -1.08
C3 -0.606 -0.337 -1.229  0.22
H1 -2.278 -0.314 -0.015  0.31
H2 2.804 -0.826 2.910  0.27
H3 -1.878 -1.947 -0.775  0.35
H4 -0.499 1.412 -2.626  0.22
C4 -0.891 1.077 -1.604  -0.73
C5 0.846 0.713 0.522  0.21
C6 2.380 -0.008 2.334  -0.87
H5 -1.773 1.529 -1.235  0.25
H6 -0.112 -0.989 -2.033  0.30
H7 -0.948 -1.046 0.616  0.17
C7 0.177 0.770 -0.611  0.08
H8 2.817 0.950 2.643  0.22

The HOMO energy is -8.508 eV.

***

Density functional theory data (ωB97M-V/def2-TZVPD) for one molecule with the formula C7H8.

Last column: Mulliken charge in e.
Geometry (Å):
H1 2.611 -0.804 0.907  0.31
H2 -0.809 1.184 2.468  0.36
C1 -0.991 0.061 -1.933  -1.27
C2 -1.045 0.136 0.564  -0.57
C3 1.006 0.334 1.724  -0.33
C4 1.547 -0.582 0.844  -0.42
H3 -1.869 0.657 -1.715  0.35
H4 -0.311 0.449 -2.693  0.33
H5 -2.119 0.289 0.449  0.33
C5 0.897 -0.832 -0.395  -0.37
C6 -0.373 0.559 1.697  -0.35
C7 -0.319 -0.230 -0.609  0.65
H6 1.397 -1.375 -1.187  0.37
H7 1.597 1.075 2.260  0.31
H8 -1.220 -0.922 -2.381  0.31

The HOMO energy is -8.593 eV.

***

Electronic energy (computed, hartree): -475.9053 -475.9917 -475.8584 -475.7648 -1272.4479 -799.0876 -723.8186 -271.3242 -271.3389 -271.4888
Energy relative to the best compared isomer or geometry (same formula, charge and spin) (computed, eV): 7.553 5.202 8.831 6.233 2.040 0.000 0.388 5.639 5.241 1.161